No. 1
Computed, not measured: C25H45O27P4V as an isolated structure at a distorted geometry, with ωB97M-V/def2-TZVPD.

Each line ends with the Mulliken spin population.
Cartesian coordinates (Å):
V  -1.53481  -2.71405  0.65430  2.3166
O  -1.29078  1.16521  -0.40961  -0.0144
C  -1.42976  -0.12237  -0.13533  -0.0054
O  -0.53997  -0.93402  -0.33917  -0.1396
O  -2.37598  -0.66183  0.50216  -0.1986
H  -0.35999  1.15726  -0.64449  -0.0077
C  0.68152  2.92030  -6.10740  -0.0004
C  -0.07226  2.25843  -6.97051  -0.0003
C  -0.55661  0.88909  -6.80169  0.0000
O  -1.21065  0.26968  -7.63359  0.0000
C  -0.18917  0.30049  -5.46441  -0.0001
C  0.58991  0.97828  -4.59320  0.0010
C  1.17441  2.33946  -4.86259  -0.0001
O  2.00600  3.00307  -4.19607  -0.0002
O  0.90378  0.54230  -3.33748  -0.0020
O  -0.49060  2.84724  -8.12466  0.0000
H  1.04756  3.91693  -6.30529  0.0001
H  -0.57758  -0.63840  -5.09829  0.0000
H  1.40989  1.20246  -2.85828  -0.0001
H  -1.29952  2.48224  -8.49076  0.0000
C  -0.74986  5.08448  -2.79968  0.0161
C  -1.36580  4.37061  -1.86860  0.0552
C  -1.24193  4.69401  -0.41512  0.2409
O  -1.72474  4.07289  0.55656  0.3171
C  -0.47900  5.91968  -0.20458  0.1602
C  0.13921  6.61820  -1.19231  0.6536
C  0.04561  6.22207  -2.62818  0.1346
O  0.58239  6.85777  -3.57841  0.2597
O  0.89895  7.67078  -0.89218  0.2036
O  -2.08758  3.23998  -2.17132  0.0258
H  -0.94117  4.69416  -3.78834  -0.0079
H  -0.57627  6.18936  0.83668  -0.0563
H  1.25550  8.03436  -1.70598  -0.0126
H  -2.22109  2.72836  -1.37006  -0.0045
C  -3.17923  -3.79209  4.90480  -0.0002
O  -4.36395  -3.99536  4.12229  0.0006
P  -4.47718  -3.18647  2.71727  0.0111
O  -3.26679  -3.07895  1.86255  -0.0016
O  -5.19911  -1.78558  2.97858  0.0006
C  -6.42189  -1.77133  3.77972  -0.0001
O  -5.68280  -4.00145  2.07373  0.0004
C  -5.38118  -5.20682  1.40259  0.0000
H  -3.52424  -3.26988  5.79719  -0.0001
H  -2.41433  -3.21831  4.38155  0.0007
H  -2.79894  -4.76550  5.21458  0.0000
H  -7.00804  -2.68135  3.90780  0.0001
H  -7.12801  -1.13066  3.25147  0.0000
H  -6.28821  -1.33328  4.76882  0.0000
H  -6.00151  -5.91086  1.95721  0.0000
H  -4.32704  -5.47895  1.45586  0.0001
H  -5.77342  -5.21567  0.38565  0.0000
C  0.88153  2.10458  1.84453  0.0154
O  2.19111  2.33957  1.38831  -0.0011
P  2.42720  2.62137  -0.18609  -0.0169
O  1.66264  1.78517  -1.10180  0.0059
O  2.20896  4.30329  -0.32702  0.0022
C  2.88756  5.18564  0.56936  0.0169
O  4.06902  2.45939  -0.20752  0.0003
C  4.63537  1.78865  -1.36377  -0.0002
H  0.65873  2.40611  2.86802  0.0007
H  0.63956  1.06137  1.64134  0.0003
H  0.30902  2.77241  1.20082  -0.0004
H  3.94741  4.94109  0.49848  0.0013
H  2.46668  5.24425  1.57311  -0.0003
H  2.83449  6.19457  0.16031  -0.0086
H  4.22294  2.25884  -2.25647  0.0000
H  4.29392  0.75461  -1.41162  0.0001
H  5.72476  1.75579  -1.37941  0.0000
C  0.98662  -3.89922  5.20745  -0.0008
O  0.44249  -2.59505  5.01668  -0.0010
P  0.42231  -1.95708  3.49637  0.0142
O  -0.22153  -2.67666  2.36730  -0.0062
O  -0.13490  -0.39662  3.73694  0.0040
C  -1.49377  -0.10016  3.96979  0.0036
O  2.00967  -1.64954  3.21079  -0.0004
C  2.82381  -0.95212  4.12073  0.0000
H  0.31250  -4.60630  5.69089  0.0001
H  1.89032  -3.90676  5.81684  0.0000
H  1.30355  -4.23428  4.21983  0.0003
H  -1.96441  0.18829  3.02989  0.0020
H  -1.64550  0.73188  4.65739  -0.0001
H  -2.01286  -1.01830  4.24485  -0.0018
H  3.25512  -1.78718  4.67277  -0.0001
H  2.27651  -0.24391  4.74282  0.0000
H  3.60966  -0.36966  3.63981  0.0001
C  2.84871  -1.51994  -0.23507  0.0005
O  2.73145  -2.94243  -0.10138  0.0012
P  1.58172  -3.72606  -0.98303  0.0062
O  0.16543  -3.61483  -0.49527  0.0150
O  1.97213  -3.19834  -2.47227  -0.0003
C  1.05488  -2.98478  -3.52321  0.0006
O  2.09971  -5.26771  -1.01923  0.0006
C  3.30128  -5.68684  -1.60322  -0.0001
H  2.06171  -1.13508  0.41349  0.0016
H  2.73107  -1.24976  -1.28448  -0.0006
H  3.80396  -1.11654  0.10088  -0.0001
H  0.64346  -1.97658  -3.47443  -0.0001
H  0.19167  -3.64576  -3.44539  0.0001
H  1.67841  -2.95788  -4.41686  0.0001
H  3.84436  -4.81851  -1.97627  0.0000
H  3.19832  -6.31969  -2.48470  0.0000
H  3.98746  -6.11930  -0.87504  0.0000

Its orbital gap (alpha / beta) is 1.959 / 5.530 eV. The spin multiplicity is 5. The total charge is +2. For the strongest force on any atom, the calculation gives 5.91 eV/Å. As for the expectation value of S²: 6.189.

***

No. 2
Computed, not measured: C25H46AlBBeBr5ClF3N4O17S4 as an isolated structure at a distorted geometry, with ωB97M-V/def2-TZVPD.

Each line ends with the Löwdin charge.
Cartesian coordinates (Å):
C  1.51817  -1.23310  2.54422  -0.2019
C  1.92096  -2.30805  1.43688  -0.2804
C  0.66359  -3.01830  0.77107  -0.1561
N  0.33963  -2.52175  -0.58578  -0.0007
C  0.50930  -1.10954  -0.71388  -0.0734
C  -0.52119  -0.22968  -0.02642  0.0860
C  -1.71135  -0.86509  0.78167  -0.4203
O  -2.01658  -0.44652  1.85702  0.1804
O  -2.43611  -1.98437  0.30648  -0.3788
S  -3.48042  -1.54986  -0.94202  0.6501
C  -5.17462  -1.12974  -0.30202  -0.0957
O  -3.66558  -2.75819  -1.75096  -0.3463
O  -2.94425  -0.51457  -1.83913  -0.3115
C  -0.32869  1.23024  -0.13838  -0.0641
C  -1.36253  2.15669  0.58259  -0.1542
S  -3.04148  2.14423  -0.20610  0.7082
O  -3.92648  1.35496  0.66060  -0.3527
O  -3.50878  3.54081  -0.20059  -0.3449
C  0.83952  1.74032  -0.91714  -0.0675
C  0.99424  3.30914  -0.98537  -0.1076
C  -0.16334  4.00101  -1.82154  -0.6255
C  0.34275  5.26031  -2.64312  -0.3126
Br  -1.02932  2.77366  -3.11176  0.8767
N  1.73619  0.89197  -1.53990  -0.0032
O  2.75342  1.45059  -2.25974  0.1361
B  2.37864  1.66872  -3.62680  -0.7102
O  1.47774  0.90814  -4.35501  0.1598
O  2.96663  2.81577  -4.28136  -0.0196
C  1.63432  -0.51384  -1.45432  -0.0497
S  2.91723  -1.54638  -2.26981  0.8343
O  2.83823  -2.95135  -1.88552  -0.2323
O  2.89792  -1.49223  -3.72464  -0.2374
C  4.55966  -0.95607  -1.53904  -0.5389
F  5.18616  -2.03202  -0.96780  0.1269
F  4.35926  -0.07005  -0.49287  0.0959
F  5.37221  -0.46192  -2.50388  0.1444
H  0.47983  -1.50024  2.91851  0.1073
H  2.24554  -1.32330  3.52249  -0.0250
H  1.49605  -0.18102  2.17029  0.0764
H  2.65802  -1.91838  0.68403  0.0683
H  2.47072  -3.12308  1.99013  0.0882
H  0.91866  -4.11302  0.70537  0.1365
H  -0.18899  -2.92721  1.50580  0.1116
H  -0.57412  -2.83579  -0.92413  0.0985
H  -5.93931  -1.84521  -0.69185  0.0919
H  -5.41022  -0.08117  -0.61370  0.0737
H  -5.11198  -1.24621  0.81412  0.0726
H  -1.05246  3.24159  0.59237  0.1023
H  -1.40947  1.86335  1.67314  0.1386
H  -3.00402  1.74131  -1.52618  0.0381
H  1.98540  3.56276  -1.46695  0.1152
H  1.07927  3.71125  0.06781  0.1521
H  -0.98466  4.39137  -1.15036  0.0983
H  -0.60777  5.88933  -2.89669  -0.2324
H  1.04341  5.90951  -2.02978  0.1013
H  0.80771  4.88860  -3.59834  -0.0747
H  1.91549  0.69724  -5.20692  0.1540
H  2.24423  3.23509  -4.80477  0.0078
Br  -1.91936  7.05490  -3.68518  -0.2836
C  3.16327  0.97907  5.39645  -0.6737
O  2.46131  0.62855  4.45048  -0.0648
N  4.45581  0.59322  5.53564  0.1485
N  2.69954  1.78652  6.38614  0.1581
H  5.04094  0.87079  6.30151  0.1027
H  4.83555  -0.00579  4.82276  0.0210
H  1.74490  2.09364  6.31829  0.1073
H  3.25266  2.08583  7.16768  0.1004
Al  2.80945  5.16033  -4.22907  1.1710
C  6.41948  9.01076  -5.00508  -0.2536
S  4.63281  9.14980  -5.20057  0.6099
O  4.02859  7.87600  -4.68956  -0.7515
C  4.63182  9.06272  -6.99879  -0.2811
H  6.64911  9.00522  -3.94008  0.0539
H  6.77400  8.08356  -5.45767  0.0593
H  6.90276  9.86786  -5.47469  0.0613
H  5.09848  8.13250  -7.32640  0.0612
H  5.17311  9.91870  -7.40353  0.0642
H  3.59883  9.09204  -7.34423  0.0134
C  -1.06449  -4.39024  -3.68255  -1.0690
O  -1.95037  -5.29593  -3.69458  -0.3723
O  -0.35750  -4.06361  -2.69743  -0.0549
O  -0.77772  -3.67053  -4.70490  -0.0800
Br  -3.70929  -3.98550  1.06549  0.9004
C  -3.71596  -5.87795  0.61181  -0.6043
C  -2.32508  -6.34936  0.28602  -0.5920
Br  -1.79788  -5.75600  -1.50188  1.1566
H  -4.42062  -6.00769  -0.20758  0.0647
H  -4.09971  -6.38572  1.49703  0.0612
H  -2.28300  -7.43881  0.25412  0.0661
H  -1.56886  -5.98197  0.98090  0.0545
C  -6.14633  -4.88889  6.21508  -0.0772
C  -5.21521  -5.83856  5.48065  -0.2766
O  -4.38866  -5.19614  4.52021  -0.1865
C  -3.51090  -4.19509  5.01474  -0.2910
C  -2.52368  -4.71157  6.04752  -0.0781
H  -6.78396  -4.35512  5.50578  0.0825
H  -6.78040  -5.44160  6.91110  0.0801
H  -5.59696  -4.14048  6.78823  0.0656
H  -5.81616  -6.56657  4.93242  0.1183
H  -4.60317  -6.41104  6.18487  0.1069
H  -4.08547  -3.34914  5.40698  0.1086
H  -2.95602  -3.81780  4.15250  0.0842
H  -3.02501  -5.09686  6.93660  0.0674
H  -1.85080  -3.91103  6.36247  0.0766
H  -1.92650  -5.52624  5.63032  0.0816
Cl  3.88424  -1.41334  3.07395  0.4629
Be  1.87665  9.97811  -5.22351  0.3551
Br  -2.89067  -3.95226  -5.36051  0.8508

Its orbital gap is 1.282 eV. The total charge is +1. For the strongest force on any atom, the calculation gives 6.41 eV/Å.

***

Number 1: energy -144770.721 eV. Number 2: energy -489314.197 eV.